(1)
The following is a DFT calculation (ωB97M-V with the def2-TZVPD basis set) of C8H10BiN2S as an isolated structure.

Geometry (Å):
C -0.443 1.070 -1.897
C 0.988 1.222 -1.660
C 1.157 2.051 -0.481
C -0.156 2.416 0.000
C -1.142 1.806 -0.859
Bi 0.096 0.037 0.124
N -1.340 -1.422 0.211
C -0.379 -2.382 -0.270
C 1.045 -1.755 -0.475
H 2.109 2.301 -0.016
H 1.782 0.740 -2.227
H -0.367 2.997 0.901
H -2.227 1.857 -0.739
H -0.901 0.453 -2.671
H 1.390 -1.764 -1.505
H -0.308 -3.201 0.451
H -2.366 -1.625 0.256
H 1.785 -2.059 0.258
H -0.734 -2.750 -1.237
S 0.010 0.007 2.520
C 0.002 0.002 4.070
N 0.000 0.000 5.248

Results
Charge: -1
HOMO: -0.092 hartree
Multiplicity: 1
Frontier orbital gap: 5.993 eV

Mulliken population analysis, charges in e, atoms 1 to 8: number 1, C, carries -0.54; number 2, C, carries -0.64; number 3, C, carries -0.56; number 4, C, carries -0.61; number 5, C, carries -0.46; number 6, Bi, carries 1.23; number 7, N, carries -0.60; number 8, C, carries -0.31

=====

(2)
The following is a DFT calculation (ωB97M-V with the def2-TZVPD basis set) of C22H20FN8ReS as an isolated structure.

Geometry (Å):
Re -0.333 -0.668 0.351
N -2.418 -2.843 1.874
C -1.804 -2.032 2.738
N -2.144 -2.106 3.994
C -1.456 -1.367 4.871
N -1.784 -1.394 6.134
N -0.382 -0.580 4.515
C -0.136 -0.502 3.264
N -0.836 -1.147 2.249
C 0.956 0.368 2.795
C 1.751 1.074 3.669
C 2.710 1.936 3.152
C 2.820 2.066 1.777
C 1.998 1.314 0.962
N 1.081 0.457 1.449
H -3.064 -3.517 2.262
H -2.035 -3.020 0.965
H -2.560 -1.962 6.446
H -1.261 -0.856 6.810
H 1.605 0.951 4.733
H 3.351 2.505 3.813
H 3.541 2.738 1.332
H 2.066 1.377 -0.112
F 1.495 -0.194 -4.976
C 1.357 -0.713 -3.783
C 2.215 -0.301 -2.769
C 2.038 -0.844 -1.518
C 0.990 -1.762 -1.251
C 0.825 -2.339 0.094
C 0.202 -2.216 -2.349
C 0.369 -1.694 -3.599
H 3.012 0.396 -2.993
H 2.741 -0.613 -0.729
H 1.701 -2.363 0.740
H 0.286 -3.285 0.158
H -0.507 -3.022 -2.200
H -0.202 -2.034 -4.454
N -2.202 -1.197 -0.860
C -1.943 -0.070 -1.725
N -0.947 0.641 -1.280
C -0.722 1.756 -2.095
C 0.213 2.776 -1.928
C 0.256 3.780 -2.872
C -0.614 3.789 -3.972
C -1.559 2.802 -4.140
C -1.603 1.788 -3.185
S -2.720 0.452 -3.130
H -2.292 -2.074 -1.371
H -3.085 -1.056 -0.365
H 0.861 2.807 -1.066
H 0.966 4.588 -2.758
H -0.552 4.595 -4.691
H -2.246 2.818 -4.976

Results
⟨S²⟩: 0.759
Charge: +3
HOMO (alpha / beta): -0.642 / -0.642 hartree
Multiplicity: 2
Frontier orbital gap (alpha / beta): 6.548 / 6.684 eV

Mulliken population analysis, charges in e, atoms 1 to 8: number 1, Re, carries 0.68; number 2, N, carries -0.25; number 3, C, carries 0.71; number 4, N, carries -0.62; number 5, C, carries 0.32; number 6, N, carries -0.25; number 7, N, carries -0.59; number 8, C, carries 0.19

=====

(3)
The following is a DFT calculation (ωB97M-V with the def2-TZVPD basis set) of C40H118F8N13O14PS2 as an isolated structure.

Geometry (Å):
N 2.413 0.612 3.645
H 3.225 0.074 3.260
H 2.822 1.227 4.430
H 1.647 -0.067 3.769
H 2.212 1.293 2.965
N -0.817 0.670 0.090
H -1.118 1.552 -0.332
H -0.929 -0.007 -0.653
H -1.285 0.421 0.979
H 0.174 0.804 0.298
P -1.851 -2.776 0.194
F -1.149 -4.007 -0.609
F -3.247 -3.177 -0.414
F -2.024 -3.674 1.486
F -2.535 -1.441 0.897
F -0.288 -2.312 0.750
F -1.644 -1.770 -1.085
N 3.497 2.804 1.500
S 3.298 1.615 0.431
O 2.356 0.589 0.829
O 4.579 1.192 -0.074
F 2.315 2.407 -0.547
S 2.338 3.782 1.921
O 2.560 4.117 3.271
O 0.960 3.403 1.661
F 2.657 5.097 1.185
C -0.760 -1.708 5.162
C -0.988 -1.072 3.761
C -1.437 0.396 3.925
O -1.825 1.001 2.640
C -2.069 2.419 2.697
N 0.318 -1.110 3.094
H -0.424 -2.757 5.180
H -1.716 -1.596 5.656
H -0.060 -1.090 5.747
H -1.825 -1.533 3.212
H -0.648 1.055 4.301
H -2.293 0.563 4.623
H -3.149 2.542 2.844
H -1.788 2.789 1.714
H -1.490 2.929 3.476
H 0.673 -2.079 3.036
H 0.175 -0.939 2.108
C -1.059 6.183 2.413
C -2.054 6.370 1.252
C -1.114 6.793 0.141
O -1.662 6.578 -1.167
C -2.638 7.654 -1.500
N -2.806 5.126 0.914
H -1.612 6.345 3.407
H -0.329 6.989 2.453
H -0.574 5.210 2.319
H -2.721 7.190 1.409
H -0.263 6.066 0.148
H -0.782 7.848 0.275
H -2.771 8.497 -0.784
H -3.624 7.184 -1.481
H -2.457 8.021 -2.528
H -3.345 4.688 1.704
H -3.521 5.456 0.257
C 6.953 -5.187 -0.058
C 8.128 -4.493 -0.823
C 7.552 -3.325 -1.646
O 8.476 -2.804 -2.565
C 8.268 -1.524 -3.062
N 9.324 -4.097 -0.088
H 6.596 -4.660 0.771
H 7.311 -6.122 0.427
H 6.215 -5.466 -0.743
H 8.451 -5.168 -1.562
H 7.108 -2.525 -1.107
H 6.750 -3.739 -2.292
H 9.094 -1.459 -3.736
H 8.299 -0.821 -2.244
H 7.349 -1.399 -3.649
H 9.917 -3.638 -0.762
H 9.156 -3.484 0.680
C -1.215 4.657 -3.515
C -1.260 3.304 -2.818
C -0.057 2.444 -3.149
O -0.399 1.052 -2.662
C -0.004 0.093 -3.652
N -1.302 3.336 -1.341
H -2.195 5.157 -3.494
H -1.003 4.575 -4.599
H -0.597 5.379 -3.040
H -2.108 2.724 -3.108
H 0.863 2.815 -2.593
H 0.166 2.387 -4.247
H 1.107 -0.091 -3.717
H -0.422 0.419 -4.639
H -0.347 -0.917 -3.377
H -2.081 3.948 -0.989
H -0.486 3.913 -0.912
C 3.238 -3.476 -5.815
C 2.384 -4.071 -4.679
C 2.110 -2.990 -3.637
O 3.239 -2.724 -2.770
C 3.212 -3.374 -1.520
N 1.186 -4.683 -5.251
H 4.159 -3.097 -5.271
H 2.701 -2.706 -6.414
H 3.573 -4.207 -6.534
H 2.849 -4.894 -4.129
H 1.296 -3.274 -2.966
H 1.873 -2.036 -4.070
H 3.515 -4.474 -1.571
H 2.148 -3.377 -1.212
H 3.945 -2.938 -0.895
H 0.702 -5.376 -4.759
H 0.483 -4.005 -5.547
C 2.638 3.801 6.753
C 3.818 2.913 6.588
C 3.682 1.585 7.387
O 2.420 1.040 7.135
C 2.217 -0.175 7.817
N 3.951 2.465 5.209
H 2.772 4.765 6.253
H 2.356 4.012 7.826
H 1.769 3.409 6.279
H 4.691 3.445 7.002
H 3.857 1.663 8.471
H 4.547 0.976 7.022
H 1.816 -0.031 8.856
H 3.175 -0.661 7.865
H 1.525 -0.826 7.276
H 4.786 1.871 5.253
H 4.040 3.211 4.493
C -7.831 -0.264 0.106
C -7.609 -1.702 -0.314
C -7.461 -1.796 -1.830
O -8.511 -1.087 -2.441
C -8.149 -0.625 -3.722
N -6.437 -2.308 0.262
H -7.588 -0.037 1.154
H -8.819 0.156 -0.108
H -7.142 0.425 -0.492
H -8.493 -2.282 0.095
H -7.432 -2.838 -2.164
H -6.558 -1.343 -2.143
H -7.152 -0.100 -3.625
H -8.878 0.114 -4.028
H -7.845 -1.378 -4.478
H -5.701 -1.672 0.410
H -6.146 -3.190 -0.115
C 3.382 -3.745 2.459
C 3.810 -2.626 3.357
C 5.020 -3.018 4.242
O 6.066 -3.439 3.349
C 7.222 -3.760 4.071
N 4.127 -1.444 2.535
H 2.628 -3.255 1.810
H 2.924 -4.702 2.932
H 4.208 -4.039 1.798
H 3.014 -2.313 4.009
H 4.671 -3.762 4.952
H 5.443 -2.204 4.827
H 8.009 -4.140 3.424
H 7.046 -4.414 4.922
H 7.679 -2.797 4.438
H 3.837 -1.509 1.559
H 5.133 -1.155 2.579
C -3.649 -1.261 -4.817
C -2.700 -2.465 -4.747
C -3.561 -3.681 -4.450
O -4.366 -3.962 -5.605
C -5.105 -5.179 -5.392
N -1.899 -2.828 -5.854
H -3.118 -0.270 -5.047
H -4.291 -1.075 -3.940
H -4.310 -1.463 -5.687
H -2.087 -2.296 -3.857
H -4.140 -3.443 -3.594
H -2.852 -4.529 -4.195
H -5.153 -5.391 -4.284
H -4.454 -5.943 -5.844
H -6.080 -5.098 -5.859
H -1.233 -2.179 -6.227
H -2.476 -3.177 -6.610
C -6.091 3.151 -0.287
C -4.953 3.356 -1.261
C -5.067 2.476 -2.486
O -4.946 1.115 -2.267
C -3.586 0.656 -1.878
N -4.913 4.778 -1.565
H -5.933 2.247 0.225
H -7.032 3.206 -0.806
H -6.000 3.935 0.509
H -3.979 3.089 -0.771
H -4.212 2.718 -3.240
H -5.950 2.671 -3.050
H -3.779 -0.118 -1.125
H -3.082 1.510 -1.537
H -3.095 0.062 -2.693
H -5.847 5.135 -1.586
H -4.340 5.022 -2.389

Results
HOMO: -0.304 hartree
Multiplicity: 1
Frontier orbital gap: 8.422 eV

Mulliken population analysis, charges in e, atoms 1 to 8: number 1, N, carries 0.72; number 2, H, carries 0.56; number 3, H, carries 0.46; number 4, H, carries 0.03; number 5, H, carries -0.35; number 6, N, carries 3.01; number 7, H, carries -0.98; number 8, H, carries -0.08